78
Properties=species:S:1:pos:R:3 method="wB97M-V/def2-TZVPD" e_above_lowest_ev=3.158 e_homo_ev=-9.38 gap_ev=9.69 lumo_energy_ev=0.313 multiplicity=1
C -2.672 -2.539 0.640
O -3.271 -1.299 0.423
H -2.680 -3.104 -0.264
H -3.221 -3.098 1.372
H -1.649 -2.525 1.024
H -3.327 -0.707 1.184
C -0.388 0.322 0.044
O 0.342 0.309 -1.163
H -1.266 0.976 -0.077
H 0.200 0.585 0.932
H -0.789 -0.599 0.271
H 0.401 -0.590 -1.415
C 1.045 -3.807 0.809
O 0.240 -3.870 2.005
H 1.894 -3.187 1.020
H 0.498 -3.265 0.050
H 1.387 -4.754 0.454
H 0.198 -2.964 2.302
C 0.481 -2.188 -3.502
O 0.391 -2.325 -2.094
H -0.395 -2.585 -4.076
H 1.388 -2.606 -3.941
H 0.502 -1.124 -3.816
H -0.181 -3.140 -2.067
C -1.520 1.908 -3.155
O -2.903 1.779 -3.458
H -0.991 2.648 -3.709
H -1.044 0.941 -3.396
H -1.361 2.171 -2.098
H -3.275 1.479 -2.655
C 2.184 3.109 -2.443
O 2.511 1.979 -1.646
H 2.233 4.064 -1.822
H 1.127 3.101 -2.825
H 2.870 3.253 -3.320
H 1.702 1.669 -1.239
C -2.820 3.352 0.917
O -2.074 2.517 1.812
H -2.575 3.132 -0.110
H -2.498 4.407 1.064
H -3.896 3.264 1.025
H -1.172 2.542 1.597
C -5.073 1.493 -1.007
O -3.730 1.003 -0.973
H -5.855 0.717 -0.885
H -5.303 1.959 -1.923
H -5.198 2.239 -0.206
H -3.617 0.247 -0.411
C 2.828 -0.689 0.576
O 3.911 -1.547 0.780
H 1.981 -1.010 1.207
H 2.566 -0.897 -0.450
H 2.949 0.415 0.656
H 4.042 -1.752 1.690
C 2.386 0.763 3.781
O 2.281 -0.536 4.310
H 2.352 0.840 2.639
H 3.366 1.139 4.076
H 1.564 1.375 4.145
H 2.082 -0.429 5.257
C -0.817 -0.465 3.495
O 0.058 -1.406 2.962
H -0.761 0.522 3.033
H -0.842 -0.504 4.533
H -1.858 -0.793 3.228
H 0.868 -1.312 3.479
C 0.586 3.749 0.793
O 0.908 2.747 1.698
H 0.070 3.441 -0.104
H 1.414 4.401 0.486
H -0.100 4.400 1.303
H 0.498 3.029 2.477
C 3.704 -3.933 -2.702
O 2.947 -3.460 -1.636
H 4.676 -3.415 -2.774
H 3.197 -3.825 -3.683
H 3.855 -4.995 -2.549
H 2.405 -2.736 -1.978

30
Properties=species:S:1:pos:R:3 method="wB97M-V/def2-TZVPD" e_above_lowest_ev=3.603 charge=-2 e_homo_ev="-1.32 / -1.27" gap_ev="4.73 / 4.68" lumo_energy_ev="3.414 / 3.405" multiplicity=5
Cr 1.999 0.734 0.077
C 0.608 -2.538 -1.483
C -0.651 -3.197 -1.031
C -1.010 -3.135 0.534
O -2.055 -3.621 0.952
C -0.109 -2.418 1.440
C 1.027 -1.866 0.962
C 1.405 -1.977 -0.510
O 2.430 -1.346 -0.950
O 1.564 -0.931 1.689
O -1.490 -3.666 -1.850
H 0.837 -2.478 -2.536
H -0.445 -2.369 2.466
C -2.080 1.287 0.057
C -0.651 1.416 -0.167
C -0.113 1.124 -1.607
O 1.092 1.204 -1.735
C -0.976 0.521 -2.607
C -2.296 0.356 -2.302
C -2.850 0.876 -0.964
O -4.132 0.880 -0.678
O -2.970 -0.288 -3.167
O 0.194 1.629 0.705
H -2.471 1.541 1.031
H -0.564 0.188 -3.549
C 2.792 3.586 3.145
Cl 3.124 2.351 1.913
Cl 1.017 3.959 3.046
Cl 3.821 5.001 2.973
H 2.954 3.180 4.144

33
Properties=species:S:1:pos:R:3 method="wB97M-V/def2-TZVPD" charge=-1 e_homo_ev=-4.04 gap_ev=5.22 lumo_energy_ev=1.180 multiplicity=1
F -3.693 2.670 2.848
C -3.006 2.062 1.830
F -3.834 1.099 1.321
F -2.819 3.001 0.854
C -1.710 1.492 2.293
C -0.976 0.630 1.347
O -1.005 0.758 0.103
C -0.108 -0.307 2.033
C 0.569 0.106 3.160
C 0.083 1.216 3.879
C -1.136 1.821 3.507
H 0.078 -1.246 1.516
H 1.490 -0.412 3.450
H 0.620 1.570 4.760
H -1.636 2.517 4.183
O 4.249 -2.455 -2.962
N 3.161 -2.436 -2.411
C 2.219 -1.484 -2.063
C 1.130 -2.149 -1.464
N 1.370 -3.492 -1.384
O 2.605 -3.656 -1.957
C -0.146 -1.472 -1.335
N -1.330 -2.165 -0.804
O -1.251 -2.679 0.328
O -2.349 -2.183 -1.515
C -0.292 -0.131 -1.745
C 0.856 0.516 -2.239
N 0.908 1.712 -2.958
O 0.141 2.656 -3.043
O 2.106 1.692 -3.679
N 2.863 0.579 -3.371
C 2.108 -0.116 -2.464
H -1.264 0.283 -2.017

27
Properties=species:S:1:pos:R:3 method="wB97M-V/def2-TZVPD" e_homo_ev=-7.02 gap_ev=4.29 lumo_energy_ev=-2.725 multiplicity=1
Cl 1.869 -2.527 3.039
C 2.285 -1.083 2.192
C 2.830 -1.164 0.939
Cl 3.094 -2.687 0.184
C 3.204 0.012 0.214
O 3.708 -0.060 -0.893
C 2.967 1.325 0.859
O 3.262 2.361 0.289
C 2.388 1.335 2.168
Cl 2.119 2.859 2.918
C 2.065 0.169 2.809
Cl 1.384 0.223 4.392
C 1.718 -0.304 -3.561
C 0.441 -0.513 -3.211
N -0.684 -0.690 -2.905
N 2.168 0.795 -4.262
C 3.515 0.931 -4.553
C 3.992 2.009 -5.238
C 3.124 3.004 -5.648
C 1.778 2.890 -5.357
C 1.318 1.801 -4.678
H 2.439 -1.036 -3.251
H 4.183 0.163 -4.207
H 5.043 2.096 -5.457
H 3.496 3.863 -6.182
H 1.096 3.663 -5.664
H 0.275 1.705 -4.443

40
Properties=species:S:1:pos:R:3 method="wB97M-V/def2-TZVPD" e_above_lowest_ev=0.593 charge=-1 e_homo_ev="-5.46 / -5.51" gap_ev="7.36 / 7.33" lumo_energy_ev="1.901 / 1.822" multiplicity=6
Mn 10.121 9.687 4.534
I 11.974 4.399 4.616
C 12.993 6.287 4.531
C 14.400 6.284 4.524
C 15.105 7.441 4.484
I 17.183 7.293 4.626
C 14.428 8.668 4.318
C 15.109 9.891 4.225
C 14.352 11.017 4.211
C 13.002 10.962 4.318
N 12.360 9.835 4.330
C 13.047 8.638 4.407
C 12.261 7.434 4.561
O 10.993 7.594 4.708
H 14.808 5.302 4.495
H 16.213 9.851 4.201
H 14.896 12.002 4.230
H 12.509 11.880 4.671
F 10.965 14.599 3.301
C 10.946 14.412 4.622
F 10.819 15.631 5.181
F 12.198 13.882 4.869
S 9.655 13.152 5.203
O 10.256 11.919 4.651
O 9.730 13.306 6.636
N 8.408 13.642 4.440
S 7.134 13.914 5.317
O 7.213 15.159 6.063
O 6.549 12.755 5.917
C 5.966 14.244 3.938
F 4.699 14.285 4.372
F 6.120 13.232 3.101
F 6.169 15.389 3.340
Cl 5.443 8.853 3.729
C 6.362 9.226 5.176
C 7.776 9.508 4.843
O 8.579 9.542 5.853
O 8.245 9.446 3.669
H 6.160 8.461 5.891
H 5.839 10.131 5.632

115
Properties=species:S:1:pos:R:3 method="wB97M-V/def2-TZVPD" charge=+1 e_homo_ev=-11.18 gap_ev=8.89 lumo_energy_ev=-2.288 multiplicity=1
C 4.579 0.062 0.905
C 4.744 0.475 -0.589
O 3.700 1.321 -1.059
C 2.685 0.628 -1.788
C 1.292 0.879 -1.113
C 0.284 1.519 -2.113
C -0.415 2.796 -1.597
C -1.118 2.688 -0.214
C -1.756 1.331 0.120
N -3.254 1.215 -0.014
C -3.439 0.016 0.776
N -3.929 -1.069 0.288
C -4.053 -2.315 1.090
N -2.685 -2.701 1.501
C -2.463 -4.159 1.329
N -2.927 0.326 2.031
C -1.609 0.982 1.657
C -0.329 0.236 2.080
N 0.669 1.128 2.663
H 4.325 -1.008 0.993
H 5.549 0.185 1.405
H 3.821 0.678 1.404
H 4.921 -0.403 -1.224
H 5.666 1.080 -0.636
H 2.663 0.979 -2.831
H 2.889 -0.453 -1.841
H 0.921 -0.127 -0.852
H 1.413 1.449 -0.186
H -0.509 0.771 -2.283
H 0.723 1.683 -3.098
H 0.367 3.567 -1.488
H -1.120 3.180 -2.347
H -1.918 3.444 -0.152
H -0.410 2.919 0.592
H -1.374 0.423 -0.369
H -3.573 1.916 0.660
H -4.222 -1.040 -0.684
H -4.460 -3.104 0.450
H -4.680 -2.153 1.979
H -2.692 -2.576 2.512
H -3.352 -4.747 1.602
H -2.110 -4.401 0.320
H -1.671 -4.438 2.039
H -2.624 -0.438 2.645
H -1.622 1.923 2.239
H -0.550 -0.548 2.832
H 0.109 -0.301 1.224
H 0.307 2.064 2.808
H 1.514 1.173 2.110
O 0.060 0.614 -5.035
H -0.879 0.761 -5.189
H 0.480 0.939 -5.842
O 5.858 -0.041 -3.820
H 6.745 -0.292 -3.542
H 5.555 0.560 -3.132
O 4.257 -2.984 2.387
H 3.514 -3.235 2.959
H 4.121 -3.494 1.585
O -0.021 1.381 -8.073
H -0.963 1.533 -8.225
H 0.406 1.706 -8.879
O -5.759 -2.323 4.074
H -6.472 -2.029 3.497
H -5.327 -1.504 4.342
O 2.649 3.073 1.048
H 3.254 2.939 0.305
H 3.120 3.685 1.627
O -5.873 0.389 5.897
H -5.101 0.940 5.730
H -5.883 0.281 6.860
O -2.550 3.072 -7.425
H -2.519 3.811 -6.810
H -3.284 3.282 -8.011
O 6.195 -1.987 4.275
H 5.567 -2.324 3.619
H 6.855 -2.688 4.359
O -6.566 -0.732 8.624
H -5.734 -1.096 8.948
H -6.874 -0.164 9.345
O 2.178 -4.561 3.582
H 1.445 -4.799 4.159
H 2.041 -5.094 2.791
O -0.891 -1.505 -8.120
H -0.068 -1.997 -8.051
H -0.618 -0.577 -8.061
O 8.545 -3.641 4.872
H 9.072 -2.929 5.250
H 8.992 -4.445 5.153
O -2.525 -0.622 -3.014
H -1.675 -0.968 -2.720
H -2.813 -0.041 -2.300
O -2.767 -1.304 4.605
H -1.926 -1.656 4.919
H -3.066 -0.739 5.326
O -8.531 0.983 10.249
H -8.484 1.659 10.932
H -9.212 1.299 9.646
O 5.283 3.691 2.605
H 5.210 2.998 3.270
H 6.232 3.795 2.479
O 0.197 3.710 4.277
H 1.041 3.398 4.622
H -0.127 4.310 4.955
O -7.863 -3.456 8.168
H -8.572 -3.178 7.583
H -7.430 -2.631 8.423
O 2.102 1.025 -9.943
H 2.593 1.218 -10.751
H 2.295 0.100 -9.763
O 3.071 1.166 -12.888
H 2.534 0.533 -13.378
H 3.800 1.369 -13.484
O 5.766 0.426 -11.902
H 4.830 0.597 -12.079
H 6.230 0.743 -12.683

30
Properties=species:S:1:pos:R:3 method="wB97M-V/def2-TZVPD" charge=+2 e_homo_ev="-15.96 / -16.70" gap_ev="8.68 / 6.40" lumo_energy_ev="-7.282 / -10.294" multiplicity=5
Pt 0.364 0.155 -0.070
O -1.272 -3.866 0.491
C -0.640 -2.725 0.385
O -1.153 -1.655 0.125
C 0.832 -2.833 0.645
C 1.497 -3.991 0.996
C 2.859 -3.916 1.270
C 3.509 -2.691 1.208
C 2.742 -1.596 0.855
N 1.460 -1.657 0.555
C 3.239 -0.117 0.859
O 4.505 -0.136 0.767
O 2.406 0.760 0.930
H -2.228 -3.750 0.334
H 0.959 -4.925 1.064
H 3.409 -4.805 1.548
H 4.558 -2.588 1.443
O 0.541 2.706 -1.828
B 0.868 1.337 -1.631
O 1.827 0.969 -2.629
C 2.070 2.060 -3.357
C 2.940 2.212 -4.417
C 2.972 3.476 -4.953
C 2.164 4.568 -4.440
C 1.302 4.420 -3.388
C 1.264 3.148 -2.853
H 3.542 1.397 -4.793
H 3.624 3.678 -5.793
H 2.258 5.536 -4.915
H 0.697 5.227 -2.998

25
Properties=species:S:1:pos:R:3 method="wB97M-V/def2-TZVPD" smiles="Cc1ccc(C=C2C(Cl)=C(Cl)C(Cl)=C2Cl)cc1" e_homo_ev=-8.49 gap_ev=7.31 lumo_energy_ev=-1.180 multiplicity=1
Cl 3.599 5.066 0.445
Cl 4.859 1.852 0.792
Cl 0.082 4.839 0.053
Cl 2.370 -0.360 0.843
C 2.596 3.591 0.393
C 3.174 2.253 0.556
C 1.228 3.504 0.189
C 2.134 1.345 0.482
C 0.888 2.097 0.148
C -0.400 1.600 -0.048
C -1.878 -0.235 0.628
C -0.024 -0.686 -0.912
C -2.300 -1.576 0.470
C -0.403 -2.012 -1.014
C -0.768 0.206 -0.068
C -1.532 -2.463 -0.351
C -1.866 -3.929 -0.403
H -1.249 2.292 -0.148
H -2.403 0.436 1.281
H 0.829 -0.320 -1.473
H -3.214 -1.917 0.979
H 0.175 -2.657 -1.672
H -2.451 -4.196 0.496
H -2.506 -4.167 -1.266
H -0.942 -4.563 -0.398

Number 1: total energy -1504.3285 Eh. Number 2: total energy -3525.3369 Eh. Number 3: total energy -1598.1009 Eh. Number 4: total energy -2599.6317 Eh. Number 5: total energy -4737.5166 Eh. Number 6: total energy -2543.7293 Eh. Number 7: total energy -1149.9107 Eh. Number 8: total energy -2340.9006 Eh.